[1]
{"formula": "C24H21IrN10O4SSe", "method": "the ωB97M-V functional and the def2-TZVPD basis", "e_above_lowest_kj_mol": 78.5, "homo_energy_ev": -12.49, "total_charge": 2, "gap_ha": 0.220, "lumo_ha": -0.239, "elements": ["Ir", "C", "O", "C", "O", "N", "N", "H", "H", "H", "H", "H", "H", "Se", "N", "C", "C", "C", "C", "C", "N", "C", "C", "N", "C", "C", "C", "C", "C", "N", "H", "H", "H", "H", "H", "H", "N", "C", "C", "C", "C", "C", "C", "S", "O", "O", "N", "C", "N", "C", "C", "C", "N", "H", "H", "H", "H", "H", "H", "H", "H", "H"], "positions_angstrom": [[0.69050, -0.60345, 0.45881], [-2.28731, 1.96507, 3.39043], [-0.89760, 1.69323, 3.70494], [-0.24313, 0.91482, 2.89243], [-0.71239, 0.43350, 1.84912], [1.00803, 0.63962, 3.30125], [1.86059, 0.01594, 2.37931], [-2.61026, 2.67007, 4.14660], [-2.86183, 1.04427, 3.45098], [-2.36352, 2.39580, 2.39502], [1.41150, 1.17211, 4.05942], [2.39151, -0.70148, 2.86229], [2.48203, 0.74214, 1.99884], [-2.12687, -7.66238, -0.24512], [-2.81367, -6.04296, -0.49043], [-1.86880, -5.18181, -0.22586], [-2.05437, -3.73420, -0.31642], [-3.22793, -3.09104, -0.71319], [-3.25172, -1.71014, -0.75272], [-2.11764, -0.98293, -0.40468], [-0.99633, -1.59780, -0.03012], [-0.96512, -2.94533, 0.01630], [0.30002, -3.49810, 0.42602], [1.24287, -2.57406, 0.70395], [2.46915, -2.98843, 1.02146], [2.78207, -4.34148, 1.10244], [1.80951, -5.29085, 0.85062], [0.53014, -4.86409, 0.49235], [-0.59665, -5.73767, 0.16959], [-0.52954, -7.04072, 0.21866], [-4.09425, -3.68100, -0.98276], [-4.13975, -1.17721, -1.06066], [-2.09586, 0.09770, -0.41958], [3.21380, -2.22448, 1.20102], [3.79066, -4.63151, 1.35987], [2.02081, -6.35029, 0.91590], [-1.92464, 6.92146, -1.50670], [-1.07250, 5.92733, -1.16258], [0.06597, 5.65866, -1.94149], [0.93585, 4.65427, -1.58845], [0.68690, 3.89278, -0.44644], [-0.43788, 4.14554, 0.33872], [-1.31029, 5.14564, -0.01365], [1.82273, 2.67756, 0.00524], [3.04140, 2.83817, -0.71232], [1.84514, 2.55872, 1.44786], [1.16004, 1.19683, -0.45341], [1.42685, 0.59690, -1.65105], [1.16323, -0.72226, -1.46314], [1.37197, -1.58310, -2.46743], [1.82283, -1.10320, -3.66981], [2.03174, 0.28079, -3.77882], [1.82881, 1.13587, -2.78721], [-1.73241, 7.51425, -2.29346], [-2.70178, 7.16532, -0.92112], [0.26523, 6.26216, -2.81760], [1.81941, 4.45671, -2.18006], [-0.59899, 3.57501, 1.24456], [-2.17504, 5.35982, 0.60220], [1.15469, -2.62983, -2.29243], [1.99310, -1.76721, -4.50295], [2.36905, 0.71094, -4.71454]]}

[2]
{"formula": "C24H21IrN6O6S3", "method": "the ωB97M-V functional and the def2-TZVPD basis", "e_above_lowest_kj_mol": 145.8, "homo_energy_ev": [-9.73, -12.20], "total_charge": 1, "s2": 8.80, "gap_ha": [0.249, 0.235], "spin_multiplicity": 6, "lumo_ha": [-0.108, -0.213], "elements": ["Ir", "C", "C", "N", "C", "S", "N", "N", "C", "C", "C", "C", "C", "C", "C", "N", "H", "H", "H", "H", "H", "H", "H", "H", "H", "H", "H", "H", "H", "O", "S", "O", "N", "C", "O", "C", "C", "C", "C", "C", "C", "H", "H", "H", "H", "O", "S", "O", "N", "C", "O", "C", "C", "C", "C", "C", "C", "H", "H", "H", "H"], "positions_angstrom": [[-0.17992, -0.47516, 0.10993], [4.75245, 1.42616, 2.58965], [4.51542, 1.59159, 1.09684], [3.19576, 2.15339, 0.78470], [2.06097, 1.49256, 0.63694], [2.00299, -0.25139, 0.92589], [0.98208, 2.20654, 0.29505], [-0.08346, 1.51790, -0.02107], [-1.33095, 2.22533, -0.07602], [-1.38326, 3.70505, 0.00314], [-2.43035, 1.38886, -0.20106], [-3.75712, 1.86062, -0.32936], [-4.79315, 0.96405, -0.42366], [-4.52305, -0.40218, -0.39084], [-3.20594, -0.82170, -0.27777], [-2.19323, 0.02756, -0.19622], [5.74259, 0.99824, 2.74088], [4.02220, 0.75878, 3.04302], [4.70567, 2.38320, 3.10791], [4.61081, 0.64243, 0.57120], [5.23773, 2.28117, 0.66335], [3.12194, 3.15532, 0.65399], [-0.42881, 4.11030, 0.32267], [-2.15334, 4.02388, 0.70618], [-1.62156, 4.13670, -0.97366], [-3.93754, 2.92510, -0.35802], [-5.81037, 1.31735, -0.52250], [-5.30675, -1.14054, -0.46648], [-2.96255, -1.87242, -0.26466], [2.57838, 2.09908, 4.17814], [2.18291, 0.72844, 4.06858], [3.18808, -0.28639, 4.00301], [1.16419, 0.57976, 2.75202], [-0.06915, 0.19883, 3.08044], [-0.96803, -0.03123, 2.24928], [-0.26128, 0.08968, 4.55386], [-1.42323, -0.22823, 5.23176], [-1.36771, -0.28045, 6.61883], [-0.18037, -0.02117, 7.29844], [0.98800, 0.29866, 6.61489], [0.91353, 0.34297, 5.23923], [-2.33534, -0.43114, 4.68734], [-2.25718, -0.52658, 7.18273], [-0.16387, -0.07110, 8.37878], [1.91181, 0.49823, 7.14001], [-2.75221, -2.46511, -2.75798], [-1.36831, -2.83755, -2.77830], [-0.60075, -2.64006, -3.96318], [-0.59527, -2.12174, -1.47516], [-0.26654, -3.02254, -0.56174], [0.16616, -2.58746, 0.54422], [-0.52757, -4.42642, -0.91746], [-0.25405, -5.57705, -0.19986], [-0.62311, -6.78993, -0.76688], [-1.25097, -6.83859, -2.00892], [-1.53076, -5.67934, -2.72599], [-1.15598, -4.48494, -2.15046], [0.23272, -5.52377, 0.76440], [-0.42062, -7.71136, -0.23839], [-1.52946, -7.79724, -2.42534], [-2.02119, -5.71482, -3.68897]]}